# 1
DFT (ωB97M-V/def2-TZVPD) results for a molecular structure, C27H21GeN3O3ReSSbSe4.

XYZ file:
```
62
Properties=species:S:1:pos:R:3:nbo_charge:R:1
Re 0.51 -0.96 -0.87 0.23
Se 2.58 -3.44 -4.71 -0.20
Sb 2.69 -3.44 -2.43 1.01
Se -0.27 -2.81 -1.78 0.19
Se 2.53 -0.63 -1.82 0.07
Se 3.34 -4.46 -0.48 -0.32
O 2.82 -0.98 5.76 -0.50
S 4.04 -1.46 6.97 1.81
O 4.30 -2.83 6.73 -0.76
O 2.79 -1.38 8.13 -0.59
C 1.58 -1.49 7.60 0.70
N 0.51 -1.72 8.30 -0.36
C -0.63 -1.77 7.62 0.17
C -0.70 -1.60 6.22 -0.25
C 0.46 -1.36 5.51 0.24
N 1.59 -1.31 6.25 -0.04
C 0.51 -1.19 4.04 -0.02
C -0.49 -0.45 3.41 -0.15
C -0.47 -0.34 2.03 0.08
N 0.45 -0.94 1.28 -0.53
C 1.41 -1.67 1.88 0.08
C 1.49 -1.80 3.25 -0.19
H -1.53 -1.95 8.19 0.26
H -1.65 -1.69 5.72 0.27
H -1.25 0.06 3.97 0.25
H -1.22 0.25 1.51 0.25
H 2.12 -2.17 1.23 0.25
H 2.28 -2.41 3.67 0.26
C -0.43 3.03 1.43 -0.15
C 0.76 2.65 0.84 -0.21
C 0.74 1.91 -0.34 -0.23
C -0.47 1.50 -0.90 -0.48
C -1.68 1.87 -0.27 -0.22
C -1.65 2.66 0.86 -0.20
Ge -0.54 0.67 -2.69 1.59
C 0.62 1.47 -4.02 -0.42
C 1.50 0.76 -4.83 -0.25
C 2.22 1.41 -5.81 -0.18
C 2.06 2.77 -6.00 -0.16
C 1.18 3.49 -5.21 -0.18
C 0.46 2.84 -4.21 -0.23
C -2.24 0.00 -3.27 -0.56
C -2.56 0.17 -4.62 -0.17
C -3.77 -0.28 -5.12 -0.19
C -4.68 -0.91 -4.28 -0.14
C -4.37 -1.09 -2.93 -0.22
C -3.17 -0.64 -2.43 -0.15
H -0.42 3.66 2.31 0.25
H 1.70 2.98 1.25 0.25
H 1.68 1.73 -0.86 0.24
H -2.63 1.61 -0.71 0.25
H -2.58 3.01 1.30 0.25
H 1.61 -0.32 -4.71 0.21
H 2.90 0.85 -6.44 0.24
H 2.63 3.28 -6.77 0.24
H 1.06 4.55 -5.36 0.24
H -0.22 3.42 -3.60 0.22
H -1.86 0.66 -5.29 0.23
H -4.01 -0.14 -6.17 0.25
H -5.62 -1.26 -4.67 0.25
H -5.08 -1.58 -2.28 0.24
H -2.94 -0.80 -1.38 0.18
```

## Properties
**<S²>**: 0.77
**HOMO-LUMO gap (alpha / beta)**: 5.45 / 5.89 eV
**Energy above the lowest of the compared OMol25 structures with the same formula, charge and spin**: 0.00 kcal per mole
**Total charge**: +3
**2S+1**: 2



# 2
DFT (ωB97M-V/def2-TZVPD) results for 4 unconnected molecules or ions with the total composition C11H14BF4O13S in a non-equilibrium geometry.

XYZ file:
```
44
Properties=species:S:1:pos:R:3:nbo_charge:R:1
O -3.11 -3.00 2.29 -0.94
S -3.79 -1.84 1.82 2.36
O -3.08 -0.97 0.93 -0.96
F -4.12 -0.96 3.07 -0.47
C -5.41 -2.22 1.11 -0.16
C -6.35 -3.08 2.02 -0.08
O -7.53 -2.38 2.11 -0.71
B -7.12 -0.94 2.01 0.42
O -6.08 -1.03 0.92 -0.69
H -5.19 -2.65 0.13 0.20
H -5.88 -3.29 3.00 0.16
H -6.54 -4.03 1.51 0.16
H -6.63 -0.60 3.10 -0.16
H -8.01 -0.16 1.70 -0.12
C -0.85 1.72 1.97 -0.13
C -2.22 1.97 2.56 0.44
O -2.23 3.39 2.71 -0.49
C -1.40 3.91 1.77 0.97
O -1.35 5.05 1.46 -0.58
O -0.63 2.94 1.23 -0.50
F -2.36 1.42 3.79 -0.32
H -0.09 1.63 2.74 0.20
H -0.82 0.86 1.32 0.23
H -3.05 1.66 1.93 0.18
C 2.94 2.50 -0.80 -0.13
C 2.90 1.45 -1.90 0.44
O 2.78 0.25 -1.17 -0.51
C 2.16 0.55 0.02 0.97
O 1.69 -0.26 0.74 -0.54
O 2.17 1.88 0.22 -0.47
F 4.05 1.41 -2.62 -0.34
H 3.97 2.64 -0.45 0.20
H 2.51 3.45 -1.08 0.22
H 2.06 1.54 -2.59 0.16
C 6.01 -0.94 -3.08 -0.13
C 6.10 -1.42 -4.52 0.45
O 7.49 -1.40 -4.76 -0.50
C 8.13 -1.58 -3.57 0.97
O 9.27 -1.85 -3.45 -0.56
O 7.26 -1.41 -2.55 -0.48
F 5.48 -0.57 -5.38 -0.33
H 5.98 0.15 -3.04 0.21
H 5.18 -1.36 -2.53 0.22
H 5.72 -2.43 -4.69 0.15
```

## Properties
**HOMO-LUMO gap**: 6.61 eV
**Total charge**: -1



# 3
DFT (ωB97M-V/def2-TZVPD) results for a gas-phase ion, C4H11N2O (charge +1) in a non-equilibrium geometry.

XYZ file:
```
18
Properties=species:S:1:pos:R:3:nbo_charge:R:1
C -0.07 -1.27 -0.27 -0.62
C 0.26 0.25 -0.13 -0.14
C 0.90 0.81 -1.43 0.38
N 2.01 0.28 -1.88 -0.62
N -0.79 0.95 0.59 -0.69
C -1.44 0.49 1.96 0.14
O -0.31 0.20 2.84 -0.72
H 0.88 -1.82 -0.45 0.20
H -0.63 -1.73 0.64 0.27
H -0.53 -1.38 -1.22 0.22
H 1.08 0.48 0.53 0.26
H 0.54 1.71 -1.81 0.23
H 2.20 -0.64 -1.47 0.43
H 2.31 0.38 -2.86 0.45
H -1.62 1.33 0.15 0.38
H -1.97 1.31 2.19 0.18
H -2.02 -0.45 1.91 0.18
H 0.18 1.09 3.06 0.48
```

## Properties
**HOMO-LUMO gap**: 7.55 eV
**SMILES**: C[C@@H](C=[NH2+])NCO
**Energy above the lowest of the compared OMol25 structures with the same formula, charge and spin**: 94.09 kcal per mole
**Total charge**: +1



# 4
DFT (ωB97M-V/def2-TZVPD) results for a molecular structure, C9H32BClN10NbO9 in a non-equilibrium geometry.

XYZ file:
```
63
Properties=species:S:1:pos:R:3:nbo_charge:R:1
O 4.69 0.09 1.06 -0.60
C 4.30 1.29 1.08 0.55
Cl 4.01 2.07 -0.55 -0.11
C 4.13 1.98 2.48 -1.06
Nb 2.04 2.73 2.99 1.82
C 1.05 1.72 1.21 -1.03
C -0.50 1.30 1.46 -0.09
O -1.32 2.41 1.91 -0.75
B 2.33 4.75 1.88 0.60
O 2.86 4.91 0.55 -0.98
O 1.97 5.96 2.61 -0.94
H 4.89 2.84 2.57 0.27
H 4.41 1.22 3.30 0.27
H 1.68 1.23 3.97 -0.44
H 2.78 3.55 4.46 -0.40
H 0.44 3.38 3.56 -0.32
H 1.07 2.41 0.28 0.21
H 1.55 0.74 0.87 0.25
H -0.94 0.96 0.44 0.16
H -0.47 0.42 2.18 0.20
H -2.09 1.99 2.36 0.46
H 2.11 4.77 -0.06 0.48
H 1.48 6.51 1.96 0.46
C 1.65 -2.23 3.60 0.78
O 1.09 -1.53 2.78 -0.65
N 0.99 -2.77 4.66 -0.85
N 2.97 -2.52 3.53 -0.85
H 1.44 -3.35 5.35 0.38
H 0.01 -2.58 4.75 0.41
H 3.49 -2.13 2.76 0.42
H 3.45 -3.09 4.20 0.38
C -2.79 1.53 -1.84 0.77
O -1.72 0.94 -1.94 -0.69
N -2.95 2.61 -1.04 -0.84
N -3.90 1.16 -2.53 -0.85
H -3.82 3.11 -0.95 0.38
H -2.15 2.93 -0.52 0.43
H -3.81 0.36 -3.14 0.41
H -4.78 1.63 -2.46 0.39
C 4.47 -0.68 -4.05 0.77
O 4.91 -1.77 -4.37 -0.69
N 4.52 -0.22 -2.78 -0.84
N 3.90 0.18 -4.94 -0.85
H 4.17 0.68 -2.49 0.40
H 4.94 -0.82 -2.08 0.41
H 3.85 -0.13 -5.90 0.40
H 3.54 1.08 -4.69 0.39
C -1.48 -3.05 -0.45 0.77
O -0.95 -4.00 0.10 -0.68
N -2.82 -2.99 -0.71 -0.87
N -0.79 -1.96 -0.86 -0.84
H -3.27 -2.22 -1.16 0.40
H -3.37 -3.78 -0.42 0.39
H 0.21 -1.95 -0.69 0.42
H -1.21 -1.17 -1.32 0.41
C -6.40 -3.32 -2.88 0.77
O -6.08 -2.13 -2.89 -0.67
N -7.67 -3.74 -3.12 -0.85
N -5.51 -4.31 -2.62 -0.85
H -7.95 -4.70 -3.11 0.39
H -8.36 -3.03 -3.31 0.41
H -4.56 -4.03 -2.43 0.42
H -5.75 -5.28 -2.60 0.39
```

## Properties
**HOMO-LUMO gap**: 6.20 eV
**Total charge**: -1



# 5
DFT (ωB97M-V/def2-TZVPD) results for 2 unconnected molecules or ions with the total composition C9H24BrFNO6P2S.

XYZ file:
```
45
Properties=species:S:1:pos:R:3:nbo_charge:R:1
C 0.77 3.12 0.71 -0.62
C 1.22 2.96 -0.74 -0.45
C 0.95 1.59 -1.34 -0.05
O 2.08 0.72 -1.10 -0.84
P 2.05 -0.52 -0.12 1.97
F 3.01 -1.77 -0.29 -0.55
Br 0.49 -1.65 -1.34 -0.25
O 1.11 -0.33 1.15 -0.85
C 0.53 -1.39 1.94 -0.07
C -0.81 -0.96 2.49 -0.23
N -1.89 -1.01 1.52 -0.62
C -2.40 0.25 1.01 -0.22
C -2.72 0.19 -0.48 0.08
C -3.55 1.38 -0.92 -0.63
O -3.42 -1.03 -0.68 -0.72
P 3.83 0.40 1.10 1.42
O 3.15 0.84 2.52 -1.01
O 4.74 -0.88 1.57 -1.00
S 4.88 1.78 0.27 -0.60
H 1.54 3.57 1.33 0.22
H 0.54 2.16 1.17 0.21
H -0.13 3.74 0.79 0.20
H 0.71 3.68 -1.38 0.21
H 2.29 3.15 -0.83 0.24
H 0.81 1.62 -2.42 0.21
H 0.05 1.13 -0.92 0.19
H 0.45 -2.30 1.35 0.22
H 1.22 -1.56 2.78 0.17
H -0.69 0.04 2.92 0.18
H -1.02 -1.63 3.32 0.19
H -2.66 -1.54 1.92 0.37
H -3.32 0.56 1.53 0.17
H -1.65 1.03 1.18 0.19
H -1.78 0.18 -1.04 0.17
H -2.96 2.30 -0.87 0.20
H -3.86 1.26 -1.96 0.22
H -4.44 1.49 -0.31 0.20
H -3.58 -1.16 -1.62 0.48
H 3.66 0.62 3.31 0.49
H 4.55 -1.24 2.44 0.49
C -0.76 -4.15 -4.01 -0.17
O -1.61 -3.76 -4.97 -0.97
H 0.23 -4.55 -4.37 0.06
H -0.46 -3.34 -3.29 0.05
H -1.14 -4.97 -3.33 0.06
```

## Properties
**HOMO-LUMO gap**: 3.61 eV
**Total charge**: -1



Across the entries above, E takes the values -13829.7795, -2228.3307, -343.4142, -2128.8982, -4618.3642 Eh, respectively.